1.
ORCA calculation (the ωB97M-V functional and the def2-TZVPD basis) on a structure of composition C26H48CeCl3N4O4Si at a distorted geometry.

Structure (XYZ):
```
87
Properties=species:S:1:pos:R:3:forces:R:3:lowdin_charge:R:1
C 1.886395 2.994997 2.430913 0.0 -0.3 0.2 -0.05
C 1.942830 3.672946 1.091193 0.7 1.2 -0.8 -0.22
H 2.827699 2.446185 2.593421 -0.2 0.1 0.1 0.07
H 1.049931 2.297032 2.587941 0.4 0.4 -0.3 -0.01
H 1.805884 3.766871 3.216290 0.1 -0.3 -0.1 0.10
C 2.976895 4.505734 0.807214 -1.3 -0.7 0.0 -0.15
C 4.160643 4.734812 1.667814 0.7 0.2 0.3 -0.11
H 2.963954 5.105074 -0.106788 -0.1 -0.3 0.3 0.11
H 4.570931 3.817096 2.110012 -0.2 0.1 -0.1 0.07
H 3.937137 5.415747 2.503998 0.1 -0.1 -0.1 0.08
H 4.952012 5.187985 1.053635 -0.1 0.0 0.4 0.07
Ce -1.140716 0.850962 0.969317 -1.1 -1.6 0.3 0.39
Cl -1.118211 1.325120 3.535404 0.0 0.1 1.1 0.05
Cl -3.445512 1.970957 0.405674 -0.8 0.2 -0.4 -0.01
C -2.258818 -0.088083 -2.153064 1.5 -0.4 1.1 -0.27
O -1.356195 -0.301234 -1.287330 -1.6 -0.1 -2.0 -0.14
N -2.344968 -0.728811 -3.330308 0.1 -0.2 0.2 -0.16
C -1.455011 -1.848337 -3.674088 0.0 0.1 0.0 -0.02
C -3.316296 -0.280238 -4.336038 -0.1 0.3 0.2 -0.03
H -3.033736 0.661407 -1.944556 0.0 0.0 -0.1 0.11
H -1.534274 -2.665616 -2.941814 0.1 0.4 -0.1 0.09
H -0.407652 -1.527408 -3.778223 -0.3 -0.1 0.2 0.08
H -1.778570 -2.236902 -4.643815 0.1 0.0 0.2 0.08
H -4.322656 -0.217674 -3.894799 0.3 0.0 -0.2 0.10
H -3.325262 -1.003714 -5.157977 -0.1 0.2 0.3 0.08
H -3.027475 0.706921 -4.732890 -0.2 -0.4 0.1 0.10
H 1.523355 -3.367193 4.733135 0.2 0.0 -0.2 0.10
H 2.798154 -0.581601 2.938296 0.0 -0.3 0.0 0.10
C 1.798746 -3.607973 3.695987 -0.3 0.2 0.1 -0.04
C 2.963749 -1.637610 2.691352 0.1 0.2 0.0 -0.01
N 1.741620 -2.424572 2.836164 -0.2 0.1 -0.1 -0.16
H 1.105591 -4.375998 3.345679 0.1 0.1 -0.1 0.09
C 0.593900 -2.026608 2.270677 -0.1 0.5 -0.4 -0.26
O 0.450443 -0.987559 1.592335 0.7 -1.7 0.8 -0.12
H 3.335746 -1.689783 1.659851 0.0 0.0 0.3 0.08
H -0.238495 -2.744993 2.461256 0.2 0.5 -0.2 0.15
H 2.820891 -3.993032 3.685833 -0.3 -0.1 -0.1 0.09
H 3.697844 -2.076445 3.374325 0.0 0.3 -0.2 0.09
O -0.102672 2.505749 0.439701 2.1 2.3 -1.5 -0.44
C 0.722125 3.631094 0.143456 -0.2 -0.1 0.9 -0.27
C 2.339194 3.646695 -1.847467 0.6 0.2 0.0 -0.14
C 1.057566 3.842706 -1.338487 0.1 -0.5 -0.3 -0.18
H 3.064408 3.116880 -1.233143 -0.3 0.6 -0.2 0.01
C 2.749352 4.120381 -3.097383 -0.8 0.1 0.2 -0.09
H 0.179477 4.567043 0.394084 -0.3 -0.5 0.1 0.16
C 0.078178 4.287192 -2.230382 0.2 0.3 0.1 -0.02
H 3.780681 3.949836 -3.423383 -0.4 0.2 0.0 0.10
C 1.808984 4.801117 -3.882269 0.0 -0.5 0.2 -0.10
C 0.468072 4.830750 -3.460511 0.1 -0.2 -0.4 -0.09
H -0.969859 4.212781 -1.923195 0.3 0.4 -0.1 0.13
H 2.115729 5.215752 -4.842055 -0.2 0.0 0.2 0.09
H -0.274530 5.282557 -4.125532 0.2 -0.2 0.3 0.10
Si 3.105363 -0.079322 -2.395904 -3.0 1.7 1.2 0.24
Cl 3.681620 0.965192 -0.679120 1.0 0.0 0.3 0.41
C 4.196726 0.280435 -3.827735 0.5 -0.2 -0.5 -0.20
C 1.466278 0.852708 -2.791658 0.5 -0.6 -0.7 -0.19
C 2.469942 -1.590418 -1.459546 0.3 -0.9 -0.8 -0.21
H 3.546686 0.491150 -4.694351 0.2 -0.1 0.4 0.04
H 4.834988 -0.556681 -4.076860 0.5 0.0 -0.2 0.02
H 4.801976 1.184884 -3.622349 -0.3 -0.5 0.0 0.04
H 2.722658 -1.523912 -0.410778 0.2 0.2 0.1 -0.03
H 2.877843 -2.532960 -1.821088 -0.1 -0.3 -0.1 0.02
H 1.374185 -1.624275 -1.503001 0.2 0.1 -0.2 0.03
H 1.599552 1.730184 -3.442116 -0.1 -0.3 0.2 0.03
H 1.071314 1.177117 -1.843125 -0.2 0.2 0.4 0.01
H 0.683045 0.209168 -3.221550 0.3 0.0 -0.1 0.01
C -3.950182 -2.674045 -0.287698 0.0 0.4 -0.6 -0.03
N -3.866554 -3.078455 1.092799 0.1 0.0 -0.3 -0.09
C -4.639952 -4.234366 1.479055 -0.1 0.0 0.5 -0.16
C -4.027210 -4.839666 2.735855 0.0 -0.5 0.1 -0.16
C -3.882003 -3.772683 3.805769 -0.3 0.0 -0.1 -0.16
N -3.165093 -2.630360 3.270664 -0.1 -0.1 -0.5 -0.08
C -2.560703 -1.723188 4.207617 0.3 0.6 0.3 -0.05
C -3.195303 -2.267864 1.955849 0.3 0.9 -0.2 -0.42
O -2.626978 -1.225642 1.533579 -0.6 -1.6 0.7 -0.09
H -4.453055 -3.460394 -0.859836 0.2 0.1 0.1 0.09
H -2.947168 -2.512265 -0.693794 -0.1 0.0 0.0 0.08
H -4.524235 -1.747647 -0.416106 0.1 -0.1 0.1 0.11
H -5.695455 -3.950896 1.664396 0.3 -0.2 0.0 0.14
H -4.629791 -4.937857 0.637241 0.0 0.0 0.3 0.12
H -3.034586 -5.273967 2.519074 -0.4 0.2 -0.1 0.12
H -4.679158 -5.643607 3.104018 0.2 0.1 -0.1 0.12
H -3.296543 -4.138757 4.662827 -0.3 0.0 -0.2 0.12
H -4.891854 -3.480788 4.156742 0.4 0.0 0.0 0.14
H -3.051420 -0.748634 4.229012 0.0 0.0 0.0 0.08
H -2.609235 -2.165754 5.201972 0.0 0.0 0.0 0.09
H -1.522909 -1.535430 3.940685 0.0 0.1 0.1 0.05
```
Positions in Å, forces in eV/Å.

## Properties
Molecular weight = 755.26 g mol⁻¹
Multiplicity = 2
Kohn-Sham gap (spin up / spin down) = 0.247 / 0.282 hartree

---

2.
ORCA calculation (the ωB97M-V functional and the def2-TZVPD basis) on a structure of composition C26H48Cl3InN5O3PSi at a distorted geometry.

Structure (XYZ):
```
88
Properties=species:S:1:pos:R:3:forces:R:3:lowdin_charge:R:1
C -4.505064 1.635187 4.280745 -0.1 -0.1 0.3 -0.05
C -4.308811 1.309193 2.834069 -0.5 1.2 -2.0 -0.22
H -5.554831 1.788939 4.606186 0.6 -0.4 -0.3 0.09
H -3.993124 2.592334 4.469113 -0.3 -0.3 0.0 0.08
H -3.985820 0.898590 4.891379 -0.5 0.0 0.3 0.06
C -4.937305 2.044272 1.893484 1.4 0.0 0.4 -0.12
C -6.069337 2.927987 2.230608 -0.6 0.1 0.2 -0.10
H -4.451473 2.180164 0.922187 -0.7 -0.6 0.1 0.09
H -5.767372 3.850137 2.771069 -0.2 -0.4 -0.3 0.09
H -6.647001 2.298738 2.923993 -0.5 0.7 -0.2 0.07
H -6.666000 3.191869 1.335878 0.2 -0.1 0.6 0.08
In 2.070489 0.427057 -0.288387 0.4 0.9 0.6 -0.03
Cl 2.621842 -1.831088 1.445447 -0.2 -0.5 0.9 -0.05
Cl 3.369735 2.090601 0.781248 0.2 0.3 0.0 0.04
C 0.184827 -1.563680 -1.724192 0.8 1.0 -0.8 -0.37
O 0.836524 -0.504290 -1.995342 -0.5 -1.8 -0.9 -0.24
N -0.633725 -2.105202 -2.617828 0.2 0.2 -0.3 -0.16
C -0.841227 -1.382759 -3.861105 -0.2 0.0 -0.3 -0.02
C -1.201408 -3.444642 -2.511002 0.0 0.4 0.1 -0.03
H 0.236255 -2.061769 -0.747919 0.3 -0.1 -0.4 0.09
H -0.207596 -0.490582 -3.864482 -0.2 -0.4 0.0 0.09
H -1.890010 -1.067662 -3.933073 0.1 -0.2 -0.1 0.08
H -0.584753 -2.028894 -4.708908 -0.1 0.2 0.1 0.10
H -0.965538 -3.850129 -1.524337 -0.1 0.0 -0.1 0.10
H -0.769220 -4.084531 -3.298615 -0.2 0.2 0.3 0.10
H -2.292300 -3.371417 -2.630683 0.3 -0.2 0.0 0.08
H -1.456685 4.266482 0.827619 0.2 0.4 -0.5 0.08
H -3.430969 3.709339 -1.138019 0.2 -0.1 -0.2 0.09
C -1.048402 4.598778 -0.144169 0.0 -0.3 0.4 -0.03
C -2.580773 3.742237 -1.836995 0.0 -0.1 -0.1 -0.06
N -1.331120 3.562691 -1.122694 0.3 -0.2 -0.6 -0.18
H 0.044374 4.738144 -0.099915 -0.5 0.1 0.2 0.11
C -0.415304 2.614821 -1.451186 0.8 0.5 0.6 -0.28
O 0.686109 2.506631 -0.869719 -1.4 0.1 -1.3 -0.13
H -2.687930 2.948931 -2.581798 -0.1 0.2 0.1 0.07
H -0.726784 1.979334 -2.318113 0.2 0.2 0.7 0.15
H -1.584375 5.519683 -0.421199 0.4 -0.3 -0.1 0.10
H -2.587790 4.727448 -2.328498 0.0 -0.3 0.0 0.10
O -1.973124 1.377642 2.584970 -1.5 -0.7 -1.8 -0.16
C -3.089546 0.500303 2.419315 0.2 0.3 1.0 -0.26
C -3.050455 0.679513 -0.098024 -0.4 0.0 -0.2 -0.10
C -3.170990 -0.128553 1.037829 0.4 -0.4 -1.1 -0.18
H -2.685774 1.699628 0.025130 -0.2 -0.2 0.0 0.09
C -3.423356 0.224849 -1.370238 0.2 0.1 0.3 -0.08
H -3.071292 -0.292049 3.157630 0.5 -0.6 0.2 0.14
C -3.363035 -1.507251 0.774362 0.0 0.1 0.6 -0.02
H -3.478465 0.926677 -2.195862 0.2 0.0 0.0 0.09
C -3.758940 -1.106796 -1.587968 0.2 -0.1 0.5 -0.11
C -3.650586 -1.991263 -0.510840 -0.2 0.1 0.0 -0.10
H -3.255474 -2.241075 1.586617 -0.3 0.5 -0.2 0.12
H -4.052995 -1.452004 -2.580577 0.0 0.1 0.3 0.10
H -3.856570 -3.059639 -0.677163 0.2 0.5 0.3 0.11
Si -0.855885 1.914883 3.592112 3.1 -1.4 0.1 0.34
Cl 0.038574 -0.044661 0.443619 -2.9 0.3 2.8 0.40
C 0.001692 3.413814 2.885129 -0.4 0.5 0.3 -0.13
C 0.658847 0.799891 3.850308 -0.3 -0.2 0.0 -0.18
C -1.542781 1.956493 5.293562 -0.1 0.6 0.3 -0.17
H -0.368237 3.706886 1.901339 0.2 -0.1 0.6 -0.02
H 1.084320 3.232842 2.771368 -0.5 0.1 0.3 0.03
H -0.195962 4.216339 3.617205 0.4 0.2 -0.5 0.04
H -2.228056 2.822669 5.263466 0.1 -0.5 0.9 0.03
H -0.712683 2.073429 6.026764 -0.8 0.0 -0.4 0.05
H -2.072394 0.988985 5.430019 0.3 0.8 0.2 0.04
H 0.535642 -0.279206 3.710011 0.0 0.1 0.0 0.02
H 0.863577 0.982397 4.911519 0.4 -0.2 0.0 0.02
H 1.532255 1.126089 3.271468 -0.2 -0.2 0.1 0.00
C 6.027237 -3.059061 -0.875848 0.2 1.1 0.0 -0.16
N 4.902420 -3.254834 -1.794030 0.5 -1.0 -0.8 -0.18
C 5.137790 -2.528426 -3.056821 0.3 0.3 0.8 -0.17
N 5.419052 -1.105870 -2.842533 0.7 0.2 -1.9 -0.20
C 6.544807 -0.936236 -1.945957 -0.1 -0.6 0.9 -0.18
N 6.349425 -1.618390 -0.635979 0.4 -0.1 0.0 -0.17
C 5.327284 -0.943794 0.189907 0.3 -0.8 -0.6 -0.31
P 3.785003 -1.159146 -0.764851 -1.6 1.6 -0.5 0.73
C 3.619879 -2.961038 -1.217482 0.3 1.1 0.5 -0.30
C 4.249206 -0.350780 -2.431051 0.5 -1.5 1.2 -0.28
H 6.930118 -3.478756 -1.345382 -0.3 -0.1 0.3 0.13
H 5.804185 -3.526172 0.098517 0.2 0.0 -0.5 0.14
H 4.251307 -2.639430 -3.686853 0.2 0.0 0.0 0.13
H 6.015265 -2.976176 -3.535219 -0.2 0.0 0.0 0.13
H 6.702790 0.135028 -1.733495 0.1 -0.4 -0.3 0.13
H 7.432999 -1.406719 -2.393478 -0.2 0.3 0.0 0.13
H 5.193486 -1.465239 1.155084 0.1 0.4 -0.4 0.06
H 5.549288 0.132594 0.330738 -0.1 -0.6 0.0 0.08
H 2.790618 -3.088775 -1.931813 0.3 0.0 0.2 0.10
H 3.432808 -3.514251 -0.282282 0.0 0.2 -0.5 0.05
H 4.485636 0.720203 -2.268379 -0.1 -0.5 -0.1 0.10
H 3.417389 -0.464557 -3.147648 0.3 0.1 0.2 0.09
```
Positions in Å, forces in eV/Å.

## Properties
Molecular weight = 758.94 g mol⁻¹
Kohn-Sham gap = 0.276 hartree

---

3.
ORCA calculation (the ωB97M-V functional and the def2-TZVPD basis) on a cluster of 9 separate species, C26H48N9O11 in total at a distorted geometry.

Structure (XYZ):
```
94
Properties=species:S:1:pos:R:3:forces:R:3:lowdin_charge:R:1
C -57.810386 -26.745624 18.146644 -0.9 -2.9 4.4 0.05
C -58.345909 -27.008072 19.638521 -0.3 4.1 1.2 -0.33
C -59.850725 -27.229442 19.810987 -0.2 -2.1 -3.6 -0.11
C -60.108963 -28.770622 19.470443 -0.5 1.8 -1.7 -0.16
C -59.292901 -29.641628 20.395140 -2.2 -2.9 -2.3 -0.16
C -57.765079 -29.462073 20.354242 -0.1 -3.2 1.1 -0.43
N -57.455847 -28.057923 20.265983 5.3 4.0 3.2 0.12
O -56.355128 -27.575196 20.876677 -6.3 -3.2 -3.8 0.15
C -57.313029 -30.191210 19.110553 1.9 -3.7 2.4 -0.01
C -57.024413 -30.155989 21.556966 -1.7 5.9 2.5 0.02
C -58.052963 -25.605289 20.421697 -2.0 -0.2 -1.6 0.01
H -57.843255 -27.674097 17.731882 0.6 -3.0 -1.4 0.03
H -56.877164 -26.493807 18.421497 3.5 1.2 -0.4 0.03
H -58.278254 -26.228146 17.432231 -2.4 3.2 -1.6 0.05
H -60.309920 -26.578706 18.959297 0.5 -1.0 1.8 0.15
H -60.243096 -26.973160 20.771803 0.0 0.3 0.6 0.11
H -59.741752 -28.909057 18.225034 -1.7 0.0 3.9 0.16
H -61.214652 -28.984051 19.789508 1.8 0.2 -1.6 0.13
H -59.829493 -30.745207 20.111326 2.8 2.2 0.5 0.21
H -59.701838 -29.615645 21.344930 -0.4 0.9 2.4 0.08
H -57.317886 -31.351474 19.026974 -0.9 1.8 1.3 0.17
H -56.303739 -30.101061 18.955105 2.7 1.0 -0.4 0.06
H -57.772041 -29.937364 18.295467 -2.7 1.9 -4.7 -0.01
H -57.678743 -29.901949 22.526818 1.7 -0.1 -1.8 0.15
H -55.982005 -29.822098 21.700815 -0.7 -0.2 -0.2 0.09
H -57.099314 -31.141966 21.548612 -0.2 -4.4 -0.8 0.03
H -58.935392 -24.856393 20.232912 1.8 -1.6 0.2 0.12
H -57.130146 -25.215935 20.108754 1.1 0.9 -1.1 0.03
H -57.861157 -25.662637 21.455496 -0.6 -0.7 1.6 0.07
N -56.330901 -27.187771 12.593148 -1.5 1.8 -0.3 -0.01
C -57.589543 -26.586983 12.895286 -0.4 -1.4 0.1 -0.08
C -57.858623 -26.862290 14.259599 4.6 -0.3 -1.7 -0.07
C -56.600211 -27.404266 14.808854 1.1 -0.1 -0.3 -0.10
C -55.702164 -27.544583 13.697101 -0.5 -0.9 3.7 -0.18
H -55.739860 -27.118214 11.789864 -0.6 0.4 -0.8 0.14
H -58.228423 -26.187898 12.065844 0.8 -0.5 1.1 0.12
H -58.613399 -26.637278 14.930011 -1.9 0.6 0.4 0.04
H -56.313882 -27.604814 15.927579 -0.7 0.3 -2.5 0.11
H -54.674603 -27.922231 13.623975 -0.6 0.2 0.3 0.12
N -63.663274 -27.714453 16.013410 -0.3 -4.5 0.4 -0.05
C -63.128554 -26.479373 15.969605 3.4 0.3 -0.4 -0.19
C -61.661741 -26.452796 16.084344 -1.9 -2.8 1.1 -0.05
C -61.373719 -27.970179 16.276099 -1.6 2.1 0.3 -0.10
C -62.652853 -28.705758 16.326185 3.1 3.4 -1.5 -0.10
H -64.650068 -28.102893 15.675590 3.0 1.9 1.1 0.21
H -63.810620 -25.748236 15.682452 -0.7 1.6 -0.2 0.08
H -60.873368 -25.556094 16.260890 -2.4 -2.3 -0.7 0.10
H -60.264929 -28.241663 16.401443 -2.3 -0.3 -0.2 0.05
H -62.748757 -29.795957 16.318570 -0.5 0.7 0.0 0.09
N -54.786661 -22.420209 16.867904 -0.5 -0.8 -0.6 -0.07
C -55.004657 -23.574520 17.534614 -0.2 -1.8 1.9 -0.14
C -55.241479 -23.238149 18.972265 2.5 5.0 -6.6 -0.07
C -54.877246 -21.758969 19.069369 -1.4 -2.9 -5.2 -0.01
C -54.801962 -21.299982 17.625728 0.2 -3.5 5.7 -0.11
H -54.641333 -22.513483 15.872562 0.0 0.8 0.1 0.15
H -54.804874 -24.610148 16.884713 -1.0 2.9 2.3 0.16
H -55.044979 -23.890685 19.687237 0.2 -2.9 3.3 0.00
H -54.572635 -21.298309 19.980548 -0.4 0.7 0.2 0.06
H -54.603396 -20.381061 17.244833 0.5 2.4 -1.0 0.06
C -52.636439 -28.260897 19.170706 0.0 0.5 -0.4 0.05
N -53.827571 -27.454419 18.970928 -3.2 0.4 -2.5 -0.44
O -54.008815 -26.416044 19.568890 0.4 -0.6 -0.2 0.08
O -54.689130 -27.964550 18.190741 1.5 1.1 1.5 0.00
H -53.135855 -28.895004 19.943570 1.9 -0.3 -0.4 0.13
H -51.853942 -27.527738 19.409264 -0.1 -0.8 0.8 0.11
H -52.386775 -28.692834 18.179351 -0.4 -0.3 1.0 0.12
C -57.370122 -30.454914 13.686981 2.1 -3.4 4.5 0.07
N -57.620891 -30.165621 15.087360 -2.2 -2.8 4.3 -0.36
O -56.836662 -30.705726 15.902098 -0.2 1.5 -1.7 0.04
O -58.751221 -29.835641 15.511947 1.9 0.6 -1.8 0.03
H -56.347567 -30.538247 13.628826 2.3 -0.3 -0.3 0.09
H -57.681821 -29.813065 13.086621 -3.1 6.1 -4.9 0.02
H -57.807425 -31.368590 13.461953 -0.9 -1.8 0.0 0.11
C -58.411958 -21.757263 17.132784 4.7 -6.5 2.9 0.09
N -59.160335 -23.062508 16.862270 -2.4 -0.7 -1.5 -0.41
O -59.832935 -23.527760 17.772179 0.8 0.3 0.8 0.00
O -59.301881 -23.527991 15.731911 1.4 0.9 0.5 0.04
H -58.966310 -21.066114 16.727243 -2.9 4.0 -1.9 0.03
H -57.371650 -21.902130 16.597407 -2.1 0.6 1.4 0.12
H -58.404502 -21.885194 18.285652 0.5 1.2 -2.1 0.13
C -65.570341 -26.868105 19.189470 7.6 10.3 -5.1 0.09
N -64.164501 -27.115405 19.549652 2.3 2.6 3.9 -0.36
O -63.722112 -28.217172 19.739549 -0.6 -1.0 -1.3 0.07
O -63.546615 -26.124195 20.066418 -1.4 -1.3 -2.1 0.00
H -66.069820 -27.473098 19.576518 -7.9 -9.3 6.4 -0.02
H -65.752426 -26.845169 18.174090 0.2 -0.7 -2.5 0.08
H -65.750618 -25.813151 19.416742 -0.1 -0.5 0.7 0.13
C -61.544619 -22.936799 20.629288 3.5 -0.3 -2.4 0.02
N -61.100210 -22.955433 22.026438 1.2 -3.0 1.0 -0.40
O -60.758505 -24.122742 22.468749 -0.9 3.9 -0.8 0.00
O -61.123611 -21.901567 22.629267 0.2 -1.3 -0.1 0.09
H -62.518255 -22.696171 20.691698 -3.8 0.2 0.1 0.05
H -61.313497 -23.903077 20.030956 -0.5 1.8 1.4 0.12
H -61.149170 -22.001513 20.122016 0.2 -1.3 0.7 0.12
```
Positions in Å, forces in eV/Å.

## Properties
Molecular weight = 662.72 g mol⁻¹
Kohn-Sham gap = 0.151 hartree
Total charge = +1